Entry 1:
Computed, not measured: an isolated ion of composition C5H9N4 and charge +1, with ωB97M-V with the def2-TZVPD basis set.

## Properties
**SMILES**: N#CC/[NH+]=C\N/C=C/N
**HOMO (alpha / beta)**: -11.8 / -11.8 eV
**Kohn-Sham gap (alpha / beta)**: 0.2959 / 0.2959 Eh
**Charge**: +1

Last column: natural (NBO) charge in e.
Cartesian coordinates (Å):
N -0.205 -2.108 -1.057  -0.235
C 0.573 -1.587 -0.343  0.218
C 1.688 -1.215 0.534  -0.333
N 2.248 0.078 0.219  -0.540
C 1.580 1.080 -0.429  0.343
N 0.258 1.194 -0.498  -0.463
C -0.682 0.473 0.179  -0.271
C -1.968 0.586 -0.183  0.113
N -3.030 0.018 0.399  -0.743
H 1.408 -1.232 1.640  0.257
H 2.419 -1.966 0.352  0.275
H 3.239 0.118 0.149  0.429
H 2.322 1.679 -0.969  0.241
H -0.005 1.701 -1.342  0.443
H -0.689 0.190 1.241  0.239
H -2.344 1.194 -1.081  0.200
H -2.881 -0.497 1.199  0.399
H -3.931 0.294 -0.009  0.427

Cartesian forces (eV/Å) of the 6 atoms listed first:
2.3732 1.4905 2.0053
-2.0574 -2.5274 -2.1184
-1.2110 0.3874 1.7309
-1.3756 1.3908 -0.7667
0.7373 -1.9389 0.5042
3.6554 0.8653 -1.1842


Entry 2:
Computed, not measured: C5H9N4 as an isolated structure, with ωB97M-V with the def2-TZVPD basis set.

## Properties
**HOMO (alpha / beta)**: -14.1 / -14.2 eV
**Kohn-Sham gap (alpha / beta)**: 0.2976 / 0.3186 Eh
**Charge**: +1

Last column: natural (NBO) charge in e.
Cartesian coordinates (Å):
C -0.590 -0.706 0.192  0.649
C -3.395 -0.321 -0.089  -0.135
C 1.209 -1.469 0.104  -0.091
C 0.813 0.638 1.175  -0.121
C 0.651 0.668 -1.236  -0.041
N -2.543 0.526 0.094  -0.172
N 0.369 -0.823 1.203  -0.463
N 0.246 -0.767 -0.832  -0.459
N 1.385 1.053 -0.041  -0.592
H -3.402 -1.446 0.115  0.253
H -4.407 0.120 -0.304  0.264
H 2.204 -0.942 0.169  0.228
H 1.072 -2.588 -0.134  0.272
H -0.114 1.262 1.266  0.239
H 1.457 0.654 2.120  0.282
H 1.247 0.717 -2.152  0.244
H -0.314 1.151 -1.420  0.230
H 2.358 1.001 -0.351  0.413

Cartesian forces (eV/Å) of the 6 atoms listed first:
-0.5010 1.6844 0.1806
-2.7779 -2.1587 0.5533
0.0110 0.6917 -0.4517
0.3107 1.9205 2.2797
-0.6096 -0.0159 0.7051
3.5677 -0.4279 -0.0653


Entry 3:
Computed, not measured: a 2-piece molecular cluster, C5H9N4O overall, with ωB97M-V with the def2-TZVPD basis set.

## Properties
**HOMO**: -4.7 eV
**Kohn-Sham gap**: 0.3038 Eh
**Charge**: -1

Last column: natural (NBO) charge in e.
Cartesian coordinates (Å):
C 2.564 0.606 -0.264  0.053
C -3.100 -0.373 -0.215  -0.596
C -0.190 -0.021 1.152  -0.595
C -1.917 0.602 -0.479  -0.449
C -0.657 -0.152 -0.074  0.368
N 2.420 -0.740 -0.329  -0.444
N 3.746 0.965 0.253  -0.371
N 3.608 -1.186 0.129  -0.130
N 4.342 -0.203 0.518  -0.154
O 0.042 -0.701 -1.064  -0.751
H -4.032 -0.152 -0.704  0.186
H -3.291 -0.449 0.784  0.197
H -2.809 -1.372 -0.525  0.208
H 0.776 -0.218 1.235  0.201
H -0.729 0.214 2.094  0.184
H 1.918 1.394 -0.337  0.189
H -1.824 1.011 -1.434  0.209
H -1.958 1.518 0.110  0.199
H 1.090 -0.742 -0.851  0.496

Cartesian forces (eV/Å) of the 6 atoms listed first:
2.7224 -1.1409 1.2426
0.8733 0.4745 -2.6728
-3.0668 0.5257 1.7282
-0.5814 -1.5716 1.9211
-0.4174 1.7657 -0.7809
1.5392 2.3084 -0.1761


Entry 4:
Computed, not measured: an isolated ion of composition C5H9N4O and charge +1, with ωB97M-V with the def2-TZVPD basis set.

## Properties
**HOMO (alpha / beta)**: -11.1 / -11.1 eV
**Kohn-Sham gap (alpha / beta)**: 0.2648 / 0.2707 Eh
**Charge**: +1

Last column: natural (NBO) charge in e.
Cartesian coordinates (Å):
C -2.086 -0.567 -0.780  -0.021
C -0.215 1.822 0.217  0.041
C -2.418 0.635 -0.273  -0.036
C -0.151 -1.265 0.694  -0.066
C 1.776 0.139 -0.107  0.779
N -1.124 -1.455 -0.338  -0.598
N -1.537 1.472 0.309  -0.474
N 1.233 -1.052 0.221  -0.582
N 1.020 1.250 -0.204  -0.554
O 3.029 0.286 -0.489  -0.612
H -2.730 -0.998 -1.532  0.232
H -0.059 2.876 0.393  0.203
H -0.431 -0.417 1.319  0.231
H -0.107 -2.162 1.321  0.231
H -1.167 -2.383 -0.732  0.407
H -2.012 2.199 0.844  0.431
H 1.776 -1.885 0.030  0.420
H 1.635 2.018 -0.471  0.443
H 3.568 -0.513 -0.423  0.526

Cartesian forces (eV/Å) of the 6 atoms listed first:
-0.0259 -0.2053 0.4844
-0.4062 0.6062 0.5694
1.0133 -0.5062 -0.3734
-0.3694 0.0676 0.1603
-2.5712 -0.6044 -0.1388
0.2700 -0.3809 -0.2814


Entry 5:
Computed, not measured: a 2-piece molecular cluster, C5H9N4O2 overall, with ωB97M-V with the def2-TZVPD basis set.

## Properties
**HOMO**: -3.8 eV
**Kohn-Sham gap**: 0.2931 Eh
**Charge**: -1

Last column: natural (NBO) charge in e.
Cartesian coordinates (Å):
C 0.693 -1.738 -0.094  0.055
C -1.442 -1.187 -0.036  -0.092
C 0.555 -0.654 -1.211  0.236
C -0.820 1.204 1.300  -0.654
C -0.781 1.191 -0.162  -0.226
N -0.399 -2.042 0.449  -0.468
N 2.019 0.476 0.883  -0.178
N -0.960 -0.110 -0.734  -0.518
N 2.570 0.855 -0.001  0.473
O 1.380 0.251 -1.578  -0.810
O 3.444 1.393 -0.579  -0.416
H 1.576 -2.363 0.018  0.171
H -1.970 -1.821 -0.740  0.162
H -2.042 -0.857 0.781  0.169
H 0.302 -1.333 -2.118  0.106
H -0.713 2.276 1.538  0.205
H -1.782 0.724 1.768  0.173
H -0.064 0.390 1.592  0.244
H -1.727 1.823 -0.525  0.132
H 0.162 1.521 -0.551  0.235

Cartesian forces (eV/Å) of the 6 atoms listed first:
0.0134 0.8069 -0.8461
-0.7096 -0.3767 0.1725
-2.3845 -1.1950 -1.1458
-0.5867 -2.0409 2.1582
-3.8911 -0.0038 -1.4037
0.9762 -1.3987 1.2868


Entry 6:
Computed, not measured: an isolated ion of composition C5H9N4O2 and charge +1, with ωB97M-V with the def2-TZVPD basis set.

## Properties
**Spin multiplicity**: 3
**HOMO (alpha / beta)**: -10.9 / -14.5 eV
**Kohn-Sham gap (alpha / beta)**: 0.2351 / 0.2041 Eh
**Charge**: +1
**Expectation value of S²**: 2.010

Last column: natural (NBO) charge in e.
Cartesian coordinates (Å):
C 0.654 0.058 0.027  0.597
C -1.512 -0.136 0.095  0.478
C 2.068 0.357 -0.190  -0.712
C 1.071 -2.321 0.111  -0.448
C -0.548 2.320 0.005  -0.429
N -1.036 -1.312 0.210  -0.190
N 0.252 -1.211 0.172  -0.098
N -0.433 0.865 -0.005  -0.359
N -2.963 0.096 0.094  0.474
O -3.634 -0.870 0.228  -0.319
O -3.312 1.221 -0.023  -0.406
H 2.676 -0.361 0.413  0.277
H 2.327 0.006 -1.193  0.299
H 2.442 1.339 -0.078  0.287
H 0.511 -3.125 0.562  0.279
H 1.323 -2.780 -0.958  0.272
H 1.941 -2.079 0.674  0.231
H -1.492 2.621 -0.524  0.286
H -0.634 2.584 1.034  0.241
H 0.299 2.729 -0.654  0.239

Cartesian forces (eV/Å) of the 6 atoms listed first:
-0.1674 3.0723 -0.4557
-4.6626 8.3965 -0.5045
0.7057 -1.8475 0.2232
1.1102 -3.3074 -1.7317
0.0993 0.4166 -2.4698
2.1432 -8.4713 0.7914


Entry 7:
Computed, not measured: one molecule with the formula C5H9NO, with ωB97M-V with the def2-TZVPD basis set.

## Properties
**SMILES**: C[C@@H](O)[C@@H](C)C#N
**HOMO**: -10.7 eV
**Kohn-Sham gap**: 0.4209 Eh
**Charge**: 0

Last column: natural (NBO) charge in e.
Cartesian coordinates (Å):
C -0.597 1.521 -0.651  -0.654
C 0.491 0.855 0.183  0.118
O 0.294 1.083 1.564  -0.703
C 0.672 -0.677 -0.099  -0.351
C -0.179 -1.585 0.803  -0.604
C 0.400 -0.998 -1.509  0.291
N 0.134 -1.261 -2.605  -0.333
H -0.275 1.639 -1.689  0.236
H -0.795 2.512 -0.232  0.226
H -1.530 0.944 -0.655  0.209
H 1.448 1.336 -0.041  0.184
H -0.651 0.989 1.741  0.464
H 1.726 -0.914 0.085  0.247
H 0.236 -2.596 0.815  0.227
H -1.218 -1.650 0.467  0.215
H -0.155 -1.199 1.824  0.229

Cartesian forces (eV/Å) of the 6 atoms listed first:
-0.0536 0.0118 -0.0293
0.0898 0.0406 -0.2878
-0.1879 -0.0334 0.0762
0.0669 -0.0281 0.0208
-0.0780 -0.0521 0.0704
-0.1852 -0.1868 -0.8967


Entry 8:
Computed, not measured: one molecule with the formula C5H9NO, with ωB97M-V with the def2-TZVPD basis set.

## Properties
**SMILES**: C[C@H](C#N)CCO
**HOMO**: -9.7 eV
**Kohn-Sham gap**: 0.3894 Eh
**Charge**: 0

Last column: natural (NBO) charge in e.
Cartesian coordinates (Å):
C -1.987 -0.186 0.337  -0.592
C -0.800 -0.198 -0.652  -0.328
C -0.052 -1.443 -0.451  0.278
N 0.597 -2.378 -0.263  -0.308
C 0.245 0.942 -0.517  -0.404
C 1.444 0.549 0.431  -0.067
O 2.255 -0.587 0.074  -0.739
H -2.733 0.586 0.106  0.214
H -1.655 -0.047 1.371  0.213
H -2.493 -1.156 0.288  0.226
H -1.210 -0.236 -1.672  0.244
H 0.556 1.287 -1.512  0.219
H -0.265 1.828 -0.092  0.218
H 0.968 0.426 1.419  0.160
H 2.126 1.393 0.466  0.179
H 3.004 -0.780 0.665  0.486

Cartesian forces (eV/Å) of the 6 atoms listed first:
-0.0065 0.0112 0.0713
0.0654 -0.1692 0.0333
0.0201 -1.5275 -0.1451
-1.3138 0.2347 -0.2807
0.2692 -0.2183 0.0166
0.2086 0.4276 0.2671


Entry 9:
Computed, not measured: one molecule with the formula C5H9NO, with ωB97M-V with the def2-TZVPD basis set.

## Properties
**HOMO (alpha / beta)**: -7.7 / -7.7 eV
**Kohn-Sham gap (alpha / beta)**: 0.2811 / 0.2813 Eh
**Charge**: 0

Last column: natural (NBO) charge in e.
Cartesian coordinates (Å):
C 1.143 0.089 -1.696  -0.420
N 0.758 -0.478 -0.400  -0.251
C 1.420 -0.187 0.695  -0.137
C -0.455 -1.101 -0.241  -0.278
C -1.455 -0.548 0.634  0.481
O -2.509 -1.133 0.873  -0.613
C -1.299 0.906 1.105  -0.710
H 2.211 -0.042 -1.887  0.210
H 0.888 1.156 -1.694  0.218
H 0.546 -0.404 -2.464  0.231
H 1.279 -0.831 1.549  0.216
H 2.067 0.680 0.740  0.188
H -0.703 -1.929 -0.894  0.210
H -2.259 1.387 0.901  0.237
H -1.125 0.967 2.183  0.226
H -0.508 1.467 0.595  0.193

Cartesian forces (eV/Å) of the 6 atoms listed first:
0.0433 -0.0341 -0.1019
0.0498 0.1620 0.3613
-0.0783 0.0362 -0.1693
-0.1612 -0.0995 -0.0603
0.0376 -0.0376 0.0113
0.2548 0.0942 -0.0241


Entry 10:
Computed, not measured: a 2-piece molecular cluster, C5H9NO overall, with ωB97M-V with the def2-TZVPD basis set.

## Properties
**HOMO**: -8.3 eV
**Kohn-Sham gap**: 0.3357 Eh
**Charge**: 0

Last column: natural (NBO) charge in e.
Cartesian coordinates (Å):
C -2.438 -0.364 0.111  -0.148
C 1.597 -0.764 -0.152  -0.410
C 1.186 0.460 -0.972  -0.448
C 0.649 -0.447 0.917  -0.451
C -0.052 0.486 -0.024  0.464
N -1.458 -0.863 -0.468  -0.425
O -0.725 1.600 0.396  -0.686
H -3.366 -0.909 0.030  0.162
H -2.417 0.471 0.820  0.168
H 1.260 -1.624 -0.716  0.219
H 2.588 -1.150 0.024  0.218
H 1.737 1.401 -0.763  0.208
H 1.180 0.397 -2.020  0.224
H 0.054 -1.091 1.511  0.230
H 1.177 0.271 1.627  0.191
H -0.972 2.127 -0.320  0.483

Cartesian forces (eV/Å) of the 6 atoms listed first:
-0.6878 -0.7223 0.6550
0.6992 -2.3417 -2.0541
0.0213 1.2719 1.8894
0.7180 3.7872 2.6849
-2.5438 -2.3916 -1.2162
2.7366 2.7402 -0.5877